(1)
Molecular formula: C4H10N2O
Method: DFT, ωB97M-V/def2-TZVPD

Net charge: 0
Orbital gap in Ha: 0.370
Total energy in eV: -9336.07770
LUMO in eV: 0.94

XYZ file:
```
17
C4H10N2O ωB97M-V/def2-TZVPD
C 1.518 0.841 2.052
C 1.062 -0.436 1.904
C -0.369 -0.812 1.635
N -0.659 -1.627 0.477
H 2.342 1.141 2.711
H 1.055 1.732 1.596
H 1.735 -1.298 2.170
H -0.737 -1.350 2.533
H -0.973 0.129 1.611
H -1.577 -1.984 0.520
H -0.025 -2.425 0.378
N -1.024 0.937 -3.628
C -0.432 1.274 -2.360
O 0.751 1.293 -2.165
H -1.197 -0.072 -3.575
H -0.336 1.140 -4.357
H -1.134 1.517 -1.500
```

Atomic partial charges in e from the natural (NBO) method, atoms 1 to 8: -0.382, -0.185, -0.253, -0.837, 0.200, 0.196, 0.190, 0.176

***

(2)
Molecular formula: CH6NS
Method: DFT, ωB97M-V/def2-TZVPD

Net charge: 0
Orbital gap (spin up / spin down) in Ha: 0.381 / 0.252
Spin multiplicity: 2
Total energy in eV: -13458.06683
LUMO (spin up / spin down) in eV: 1.09 / -2.13

XYZ file:
```
9
CH6NS ωB97M-V/def2-TZVPD
C -1.342 0.694 0.473
S -1.490 -0.379 -0.929
H -1.404 0.157 1.452
H -0.357 1.169 0.497
H -2.102 1.538 0.548
N 1.678 -0.637 -0.336
H 1.812 -1.558 0.101
H 2.470 -0.368 -0.924
H 0.736 -0.616 -0.882
```

Atomic partial charges in e from the natural (NBO) method, atoms 1 to 8: -0.843, 0.151, 0.259, 0.250, 0.224, -1.134, 0.363, 0.362

***

(3)
Molecular formula: C5H14N2
Method: DFT, ωB97M-V/def2-TZVPD

Net charge: 0
Orbital gap in Ha: 0.270
Total energy in eV: -8386.77941
LUMO in eV: -0.38

XYZ file:
```
21
C5H14N2 ωB97M-V/def2-TZVPD
C 0.279 -0.895 -0.975
N -1.171 -1.031 -1.042
C -1.015 -2.269 -0.539
C 0.997 -0.982 0.415
C 0.152 -0.164 1.412
C -0.345 1.166 0.869
N 0.775 2.044 0.492
H 0.839 -1.551 -1.678
H 0.535 0.143 -1.310
H -0.766 2.184 -2.210
H -1.169 -2.643 0.529
H -1.038 2.582 -2.822
H -0.972 -3.137 -1.231
H 1.061 -1.995 0.771
H 2.026 -0.556 0.359
H -0.762 -0.773 1.654
H 0.725 -0.023 2.356
H -1.006 1.679 1.655
H -0.883 0.995 -0.030
H 1.321 2.335 1.322
H 0.418 2.894 0.005
```

Atomic partial charges in e from the natural (NBO) method, atoms 1 to 8: -0.306, -0.629, 0.234, -0.424, -0.409, -0.228, -0.863, 0.177

***

(4)
Molecular formula: C14H42O7
Method: DFT, ωB97M-V/def2-TZVPD

Net charge: 0
Orbital gap in Ha: 0.386
Total energy in eV: -29529.92454
LUMO in eV: 0.67

XYZ file:
```
63
C14H42O7 ωB97M-V/def2-TZVPD
C 0.363 0.278 -1.089
C -1.059 0.156 -0.589
O -1.307 -1.217 -0.323
H 1.052 -0.134 -0.347
H 0.658 1.310 -1.268
H 0.482 -0.321 -1.992
H -1.758 0.588 -1.312
H -1.178 0.728 0.342
H -2.255 -1.375 -0.196
C -5.619 -0.025 0.474
C -4.967 -1.207 1.134
O -4.065 -1.810 0.182
H -6.141 -0.336 -0.429
H -4.848 0.691 0.173
H -6.293 0.493 1.154
H -5.732 -1.947 1.372
H -4.426 -0.894 2.028
H -4.070 -2.748 0.395
C 0.656 3.635 0.966
C 0.224 2.926 2.240
O 0.906 3.414 3.396
H 1.725 3.466 0.818
H 0.454 4.704 0.974
H 0.158 3.178 0.107
H 0.448 1.864 2.169
H -0.858 3.048 2.369
H 0.573 4.297 3.579
C 2.732 -2.596 1.705
C 1.313 -2.972 1.300
O 0.422 -1.961 1.770
H 2.926 -1.574 1.376
H 3.474 -3.273 1.283
H 2.801 -2.607 2.793
H 1.033 -3.906 1.796
H 1.245 -3.068 0.215
H -0.164 -1.717 1.037
C 2.086 2.673 -4.013
C 1.180 2.798 -5.219
O 0.565 4.091 -5.216
H 2.927 3.359 -3.993
H 2.328 1.613 -3.905
H 1.508 2.870 -3.102
H 0.395 2.039 -5.145
H 1.751 2.659 -6.140
H 0.350 4.338 -6.118
C 5.399 1.843 -1.786
C 4.492 1.365 -0.662
O 3.576 0.467 -1.302
H 6.062 2.641 -1.454
H 4.756 2.268 -2.557
H 5.932 0.978 -2.174
H 3.911 2.211 -0.278
H 5.040 0.858 0.133
H 3.068 -0.032 -0.657
C -2.227 -4.325 1.779
C -2.833 -3.904 3.086
O -3.758 -4.940 3.497
H -1.599 -3.520 1.390
H -2.993 -4.551 1.034
H -1.578 -5.190 1.897
H -3.372 -2.957 3.011
H -2.050 -3.815 3.842
H -3.820 -4.921 4.454
```

Atomic partial charges in e from the natural (NBO) method, atoms 1 to 8: -0.624, -0.064, -0.772, 0.194, 0.219, 0.217, 0.168, 0.154

***

(5)
Molecular formula: C28H45Cl2F7N2O10
Method: DFT, ωB97M-V/def2-TZVPD

Net charge: 0
Orbital gap in Ha: 0.344
Total energy in eV: -97283.86407
LUMO in eV: 0.14

XYZ file:
```
94
C28H45Cl2F7N2O10 ωB97M-V/def2-TZVPD
C -0.616 -1.386 5.564
C 0.056 -2.426 4.665
N 0.183 -1.930 3.280
C 1.452 -2.036 2.560
C 1.760 -3.530 2.213
F 2.120 -3.688 0.874
C 2.816 -4.273 3.031
C 4.238 -4.117 2.467
C 2.547 -1.224 3.322
N 3.122 -1.668 4.612
C 4.552 -1.808 4.532
O 5.322 -1.067 4.060
F 4.919 -2.946 5.139
C 2.812 -0.927 5.815
O 2.164 -1.330 6.701
F 3.458 0.248 5.873
C 1.881 0.132 3.253
O 1.597 0.925 4.083
O 1.588 0.279 1.930
C 1.226 -0.991 1.334
C -0.239 -0.830 0.860
Cl -0.889 0.773 1.031
C -1.089 -1.725 0.345
C -2.505 -1.422 -0.078
Cl -0.639 -3.383 0.132
C 2.165 -1.024 0.084
F 1.689 -1.830 -0.872
F 3.405 -1.456 0.430
C 2.336 0.386 -0.555
F 3.349 1.038 0.039
F 2.667 0.219 -1.853
H -1.088 -1.872 6.421
H -1.401 -0.892 4.979
H 0.066 -0.607 5.905
H -0.597 -3.310 4.657
H 1.014 -2.766 5.063
H -0.517 -2.393 2.714
H 0.801 -4.049 2.316
H 2.767 -4.012 4.089
H 2.556 -5.336 2.958
H 4.532 -3.075 2.312
H 4.954 -4.574 3.156
H 4.324 -4.642 1.514
H 3.381 -1.133 2.620
H -2.514 -0.887 -1.033
H -3.057 -2.354 -0.205
H -3.018 -0.820 0.677
H 1.420 0.979 -0.508
C -3.090 4.029 3.112
O -4.328 3.860 2.460
C -4.165 3.552 1.088
C -5.458 3.038 0.496
O -5.709 1.671 0.787
C -6.233 1.389 2.075
C -7.717 1.651 2.200
O -7.965 3.029 2.399
C -9.325 3.353 2.230
H -2.505 4.837 2.656
H -3.297 4.286 4.149
H -2.497 3.106 3.085
H -3.393 2.781 0.972
H -3.848 4.455 0.547
H -5.367 3.087 -0.591
H -6.295 3.670 0.801
H -5.686 1.928 2.852
H -6.074 0.318 2.221
H -8.111 1.081 3.054
H -8.222 1.303 1.289
H -9.660 3.139 1.208
H -9.435 4.418 2.425
H -9.958 2.797 2.932
C 3.686 0.785 -10.532
O 3.329 1.097 -9.206
C 1.940 1.331 -9.070
C 1.540 1.351 -7.613
O 1.387 0.060 -7.044
C 2.583 -0.601 -6.657
C 3.141 -0.124 -5.336
O 3.862 1.083 -5.505
C 4.140 1.703 -4.270
H 3.418 1.597 -11.220
H 4.765 0.644 -10.557
H 3.198 -0.137 -10.868
H 1.373 0.547 -9.588
H 1.687 2.300 -9.524
H 0.551 1.810 -7.550
H 2.240 1.959 -7.035
H 3.343 -0.533 -7.438
H 2.302 -1.650 -6.539
H 3.811 -0.895 -4.929
H 2.317 0.024 -4.627
H 3.216 1.979 -3.751
H 4.715 2.604 -4.476
H 4.727 1.047 -3.617
```

Atomic partial charges in e from the Löwdin method, atoms 1 to 8: -0.074, -0.225, 0.020, -0.210, -0.262, -0.044, -0.159, -0.074

***

(6)
Molecular formula: CH2N4S
Method: DFT, ωB97M-V/def2-TZVPD

Net charge: 0
Orbital gap in Ha: 0.309
Total energy in eV: -17860.24894
LUMO in eV: -1.10

XYZ file:
```
8
CH2N4S ωB97M-V/def2-TZVPD
C -0.246 -0.178 0.056
N -0.473 -0.975 1.213
N -0.056 -2.141 1.279
N 0.387 -2.800 0.335
N -0.241 -2.647 -0.781
S -1.028 -1.270 -1.222
H -0.873 0.810 -0.070
H 0.787 -0.086 -0.304
```

Partial charges, natural (NBO), in e: -0.432, -0.182, 0.029, -0.060, -0.369, 0.549, 0.245, 0.221